(i)
C46H52F3N5O2P2S3Ti | ωB97M-V/def2-TZVPD

```
114
C46H52F3N5O2P2S3Ti | the OMol25 dataset | ωB97M-V/def2-TZVPD
Ti 0.5847 -0.5454 -0.5884
C -5.6702 2.5284 -4.8230
S -6.4309 1.5713 -3.5060
C -5.9129 2.5571 -2.0813
C -4.4238 2.5255 -1.7512
C -3.9589 1.1223 -1.3977
N -2.5156 0.9813 -1.1027
P -1.8368 1.4907 0.4084
C -3.3523 1.7069 1.4532
C -3.9976 2.9221 1.6705
C -5.1269 2.9962 2.4754
C -5.6284 1.8535 3.0825
C -4.9840 0.6387 2.8939
C -3.8510 0.5742 2.0955
C -1.3388 3.2310 0.2176
C -1.4289 3.9452 -0.9692
C -1.0080 5.2675 -1.0310
C -0.4957 5.8866 0.0988
C -0.3901 5.1745 1.2879
C -0.7986 3.8520 1.3423
P -1.7052 -0.4405 -1.6535
C -2.9549 -1.7571 -1.4015
C -3.7899 -2.2417 -2.4039
C -4.7887 -3.1603 -2.1063
C -4.9681 -3.6022 -0.8048
C -4.1302 -3.1389 0.2014
C -3.1284 -2.2303 -0.1014
C -1.6571 -0.3078 -3.4646
C -1.0556 -1.3405 -4.1799
C -0.9376 -1.2596 -5.5590
C -1.4124 -0.1450 -6.2357
C -1.9996 0.8932 -5.5267
C -2.1178 0.8120 -4.1465
H -6.0461 2.1386 -5.7681
H -4.5850 2.4394 -4.8297
H -5.9488 3.5808 -4.7508
H -6.4923 2.1684 -1.2401
H -6.2375 3.5859 -2.2501
H -4.2535 3.2005 -0.9103
H -3.8476 2.9236 -2.5888
H -4.1991 0.4578 -2.2283
H -4.5406 0.7641 -0.5415
H -3.6114 3.8259 1.2141
H -5.6139 3.9514 2.6270
H -6.5114 1.9106 3.7064
H -5.3567 -0.2575 3.3737
H -3.3508 -0.3792 1.9701
H -1.8004 3.4546 -1.8573
H -1.0704 5.8061 -1.9682
H -0.1664 6.9171 0.0532
H 0.0221 5.6455 2.1712
H -0.6908 3.3024 2.2717
H -3.6687 -1.8957 -3.4233
H -5.4334 -3.5227 -2.8968
H -5.7577 -4.3055 -0.5720
H -4.2550 -3.4849 1.2202
H -2.4627 -1.8909 0.6788
H -0.6582 -2.2063 -3.6603
H -0.4569 -2.0631 -6.1018
H -1.3112 -0.0772 -7.3114
H -2.3545 1.7734 -6.0485
H -2.5373 1.6369 -3.5920
C 5.6396 -7.4975 -0.9322
C 4.7785 -6.2740 -1.0819
C 3.4177 -6.3808 -1.3465
C 2.6196 -5.2526 -1.4725
C 3.1887 -3.9988 -1.3177
C 4.5516 -3.8668 -1.0784
C 5.3342 -5.0017 -0.9591
S 2.2180 -2.5533 -1.5708
O 2.1986 -2.3168 -2.9823
O 2.7924 -1.4908 -0.7158
N 0.7216 -2.8062 -1.0524
C 0.5409 -2.9229 0.3634
C 0.8701 -4.0434 1.1232
C 0.5971 -4.0498 2.4760
C -0.0150 -2.9441 3.0541
C -0.3027 -1.8651 2.2474
N -0.0245 -1.8400 0.9403
H 5.0717 -8.4091 -1.1122
H 6.0620 -7.5578 0.0723
H 6.4748 -7.4781 -1.6340
H 2.9754 -7.3632 -1.4610
H 1.5628 -5.3432 -1.6913
H 4.9916 -2.8823 -0.9975
H 6.3981 -4.9033 -0.7750
H 1.3136 -4.8981 0.6359
H 0.8479 -4.9160 3.0753
H -0.2618 -2.9111 4.1057
H -0.7602 -0.9645 2.6388
F 0.2277 2.0413 -2.5742
C 1.0005 1.3486 -1.6842
F 1.8298 0.5442 -2.5094
F 1.8643 2.3220 -1.2188
C 5.6847 1.8013 -0.7430
C 5.1824 0.6019 0.0390
N 3.8864 0.9343 0.6150
C 3.1168 0.2861 1.4903
S 1.5309 0.8992 1.7387
N 3.5167 -0.7703 2.2142
C 4.5479 -1.7716 1.9556
C 5.6874 -1.7180 2.9563
H 6.6610 1.5916 -1.1788
H 5.7763 2.6767 -0.0990
H 4.9962 2.0391 -1.5557
H 5.8823 0.3489 0.8373
H 5.0822 -0.2572 -0.6284
H 3.3451 1.6214 0.1028
H 2.7977 -1.0422 2.8660
H 4.9045 -1.6559 0.9411
H 4.0528 -2.7453 1.9868
H 6.2212 -0.7680 2.8976
H 6.3988 -2.5242 2.7686
H 5.3173 -1.8249 3.9772
```

Properties
<S²> ... 2.0089
Net charge ... 0
2S+1 ... 3
Frontier orbital gap (alpha / beta) ... 6.243 / 8.114 eV

(ii)
C46H52F3N5O2P2S3Ti | ωB97M-V/def2-TZVPD

```
114
C46H52F3N5O2P2S3Ti | the OMol25 dataset | ωB97M-V/def2-TZVPD
Ti 0.6687 0.5123 -1.0602
C 0.0153 -2.9750 6.5721
S -0.7245 -1.3340 6.5293
C 0.7551 -0.3546 6.1602
C 1.2042 -0.4021 4.7055
C 0.2364 0.3226 3.7837
N 0.6101 0.3111 2.3583
P 0.7079 1.7722 1.4763
C 1.9101 2.8183 2.3641
C 3.1733 2.9837 1.8033
C 4.1503 3.7039 2.4777
C 3.8734 4.2694 3.7118
C 2.6090 4.1304 4.2705
C 1.6321 3.4159 3.5977
C -0.8886 2.5641 1.8167
C -2.0317 1.7653 1.8068
C -3.2877 2.3415 1.8931
C -3.4171 3.7206 1.9742
C -2.2861 4.5233 1.9598
C -1.0265 3.9488 1.8770
P 0.9225 -1.0334 1.3509
C -0.3211 -2.3371 1.6216
C -1.0474 -2.6021 2.7796
C -1.9383 -3.6642 2.8264
C -2.0980 -4.4975 1.7302
C -1.3700 -4.2531 0.5762
C -0.5051 -3.1716 0.5197
C 2.4211 -1.8142 2.0509
C 3.5013 -1.0034 2.3906
C 4.6633 -1.5554 2.9013
C 4.7697 -2.9301 3.0661
C 3.7075 -3.7469 2.7106
C 2.5394 -3.1927 2.2052
H -0.7792 -3.6882 6.7862
H 0.7648 -3.0439 7.3603
H 0.4629 -3.2514 5.6175
H 1.5535 -0.7074 6.8159
H 0.5312 0.6703 6.4643
H 1.3441 -1.4408 4.4001
H 2.1876 0.0674 4.6180
H 0.1884 1.3661 4.0993
H -0.7819 -0.0474 3.9038
H 3.4012 2.5402 0.8434
H 5.1285 3.8226 2.0298
H 4.6379 4.8289 4.2359
H 2.3806 4.5861 5.2255
H 0.6396 3.3441 4.0242
H -1.9464 0.6891 1.6980
H -4.1670 1.7109 1.8804
H -4.3997 4.1705 2.0368
H -2.3809 5.6006 2.0079
H -0.1518 4.5872 1.8510
H -0.9391 -2.0067 3.6719
H -2.5037 -3.8398 3.7334
H -2.7912 -5.3279 1.7725
H -1.4939 -4.8836 -0.2941
H 0.0217 -2.9608 -0.4055
H 3.4376 0.0694 2.2623
H 5.4911 -0.9091 3.1642
H 5.6798 -3.3609 3.4637
H 3.7801 -4.8207 2.8278
H 1.7175 -3.8472 1.9453
C -3.8479 -6.7194 -3.4920
C -3.3849 -5.3369 -3.1317
C -2.0387 -4.9997 -3.1484
C -1.6146 -3.7179 -2.8169
C -2.5446 -2.7580 -2.4711
C -3.9001 -3.0713 -2.4588
C -4.3102 -4.3512 -2.7805
S -2.0600 -1.1087 -2.0143
O -2.8126 -0.2323 -2.8995
O -2.2908 -0.9632 -0.5988
N -0.4916 -1.0375 -2.2584
C -0.0224 -0.5911 -3.4798
C -0.3876 -1.0472 -4.7497
C 0.2988 -0.5408 -5.8365
C 1.3188 0.3898 -5.6552
C 1.6052 0.8013 -4.3676
N 0.9310 0.3326 -3.3174
H -3.0044 -7.3886 -3.6562
H -4.4463 -6.7050 -4.4046
H -4.4691 -7.1431 -2.7020
H -1.3047 -5.7490 -3.4208
H -0.5611 -3.4672 -2.8300
H -4.6262 -2.3130 -2.1955
H -5.3667 -4.5918 -2.7622
H -1.1722 -1.7817 -4.8627
H 0.0489 -0.8853 -6.8328
H 1.8879 0.7765 -6.4888
H 2.3904 1.5108 -4.1385
F 3.4415 -0.5831 -1.9350
C 2.9756 0.4818 -1.1981
F 3.4579 1.5931 -1.9064
F 3.7903 0.4667 -0.0832
C 0.8023 5.7008 -2.3948
C 1.2529 4.3966 -3.0280
N 0.1874 3.7210 -3.7633
C -0.7070 2.8977 -3.2074
S -0.7760 2.6615 -1.5099
N -1.5648 2.2467 -3.9838
C -1.6319 2.3338 -5.4289
C -2.4113 3.5457 -5.9180
H 1.6397 6.1593 -1.8666
H 0.0037 5.5185 -1.6771
H 0.4454 6.4072 -3.1460
H 1.6322 3.7058 -2.2749
H 2.0603 4.5679 -3.7421
H 0.1487 3.8629 -4.7586
H -2.1538 1.5649 -3.5086
H -2.1005 1.4106 -5.7709
H -0.6183 2.3122 -5.8436
H -3.4393 3.5109 -5.5586
H -2.4295 3.5722 -7.0082
H -1.9722 4.4806 -5.5649
```

Properties
<S²> ... 2.0052
Net charge ... 0
2S+1 ... 3
Frontier orbital gap (alpha / beta) ... 6.598 / 8.643 eV

The most stable arrangement is (ii), and the next structure is 111.8 kJ/mol less stable.

(i)
C4H6NO2 | ωB97M-V/def2-TZVPD

```
13
C4H6NO2 | the OMol25 dataset | ωB97M-V/def2-TZVPD
C -0.4617 -0.5653 -1.0537
C 0.0884 -0.8366 -2.2316
C 0.3845 0.4449 -0.3130
C 0.5214 0.1943 1.1483
N 1.6082 0.5931 -0.9893
O 2.1154 1.7338 -1.0434
O 1.1819 -0.2157 -2.5683
H -1.2565 -1.1796 -0.6617
H -0.4563 -1.6684 -2.8441
H -0.3220 1.8296 -0.5565
H 0.2424 -0.7678 1.3672
H -0.1422 0.8591 1.6133
H 1.4879 0.3804 1.4799
```

Properties
Net charge ... -1
2S+1 ... 1
Frontier orbital gap ... 6.896 eV

(ii)
C4H6NO2 | ωB97M-V/def2-TZVPD

```
13
C4H6NO2 | the OMol25 dataset | ωB97M-V/def2-TZVPD
C 1.6124 -0.5885 -0.0820
C 2.9708 -0.8620 0.1745
C 1.1772 0.7350 -0.2297
C -3.0148 -0.1695 0.0137
N 0.9029 1.8446 0.0198
O 0.4891 3.0278 -0.1300
O 3.9383 -0.1018 -0.1047
H 0.7720 -1.3112 0.1819
H 3.2074 -1.9191 0.4803
H -2.5538 0.3723 0.8051
H -3.5471 0.5076 -0.6546
H -3.7777 -0.9101 0.0842
H -2.1767 -0.6250 -0.5585
```

Properties
Net charge ... -1
2S+1 ... 1
Frontier orbital gap ... 6.638 eV

The most stable arrangement is (ii), and the next structure is 237.3 kJ/mol less stable.

(i)
C5H7FN2 | ωB97M-V/def2-TZVPD

```
15
C5H7FN2 | the OMol25 dataset | ωB97M-V/def2-TZVPD
C 1.8562 -0.1898 -1.4011
C 1.2131 0.2174 -0.0977
F 1.6872 1.4465 0.3414
C -0.2943 0.2506 -0.2916
C -1.0599 1.2658 -0.8160
C -2.4220 0.7938 -0.7983
N -2.2968 -0.3360 -0.0435
N -1.0390 -0.7257 0.3001
H 1.7121 0.5482 -2.1269
H 2.8872 -0.4400 -1.3643
H 1.4425 -1.1104 -1.7370
H 1.4796 -0.4951 0.7420
H -0.5897 1.9665 -1.4810
H -3.2840 1.3915 -1.0731
H -3.0091 -0.9138 0.3191
```

Properties
Net charge ... 0
SMILES ... C[C@@H](F)c1cc[nH]n1
2S+1 ... 1
Frontier orbital gap ... 10.468 eV

(ii)
C5H7FN2 | ωB97M-V/def2-TZVPD

```
15
C5H7FN2 | the OMol25 dataset | ωB97M-V/def2-TZVPD
C 0.2901 2.3192 -0.1987
N 0.5665 0.9540 -0.0333
C 0.0345 -0.2067 -0.8877
C -0.2034 -1.2379 0.1244
C -0.6485 -2.4384 -0.1170
F -0.8695 -3.3905 0.7796
C 0.0840 -0.6532 1.4451
N 0.5280 0.5521 1.3462
H 1.0513 2.9707 0.3074
H -0.6587 2.7115 0.1327
H 0.5380 2.4629 -1.3236
H 0.8611 -0.3684 -1.6757
H -0.9647 0.0285 -1.2745
H -0.7209 -2.6938 -1.1737
H 0.1122 -1.0099 2.5490
```

Properties
Net charge ... 0
SMILES ... CN1C/C(=C/F)C=N1
2S+1 ... 1
Frontier orbital gap ... 8.891 eV

The most stable arrangement is (i), and the next structure is 180.6 kJ/mol less stable.

(i)
C5H20NO5 | ωB97M-V/def2-TZVPD

```
31
C5H20NO5 | the OMol25 dataset | ωB97M-V/def2-TZVPD
C 0.5737 -0.9166 2.5885
C -0.1090 -0.4734 1.2376
C 0.8282 0.4219 0.3049
C 0.9864 1.7541 1.1110
N -0.5199 -1.7359 0.6004
C -1.7173 -1.9020 -0.1326
O -1.9211 -0.9527 -1.1130
H 1.3158 -1.7365 2.4599
H 1.1347 -0.2704 3.3576
H -0.0729 -1.5519 3.2843
H -0.9595 0.1052 1.6496
H 1.8096 -0.0571 0.1531
H 0.2483 0.7368 -0.6766
H 0.0684 2.2998 1.2737
H 1.6107 2.5062 0.8297
H 1.4324 1.3965 2.1136
H 0.3039 -2.0781 0.0850
H -1.9958 -2.9084 -0.6497
H -2.6826 -1.6381 0.4912
H -0.8003 -0.9985 -1.9329
H 0.0802 -1.2547 -3.3034
O 0.1525 -0.8186 -2.5312
H -2.3793 1.8626 -0.3401
H -1.7485 0.5140 -0.5551
O -1.5854 1.3798 -0.1211
H 2.5468 -1.2660 -2.3312
H 1.7113 -0.5544 -1.4788
O 2.6462 -0.9200 -1.5135
H 0.1952 3.0543 -2.1807
H -0.6403 2.6257 -1.0262
O -0.5124 3.3765 -1.6539
```

Properties
Net charge ... -1
2S+1 ... 1
Frontier orbital gap ... 8.168 eV

(ii)
C5H20NO5 | ωB97M-V/def2-TZVPD

```
31
C5H20NO5 | the OMol25 dataset | ωB97M-V/def2-TZVPD
C 1.6070 1.3620 -2.6891
C 1.1589 0.7984 -1.3673
C 1.8422 1.5168 -0.1893
C 3.1162 0.8696 0.3028
N -0.3250 0.9611 -1.2596
C -1.0318 -0.3245 -1.2284
O -0.8352 -0.9778 -0.0206
H 1.1540 2.3216 -2.8534
H 2.7003 1.3835 -2.7705
H 1.1893 0.8687 -3.5741
H 1.2496 -0.2729 -1.1814
H 2.0313 2.5642 -0.4839
H 1.1248 1.7118 0.6128
H 3.0576 -0.1614 0.6555
H 3.4853 1.3824 1.1942
H 3.8703 0.9154 -0.4566
H -0.5767 1.3953 -0.3785
H -2.0844 -0.0453 -1.4044
H -0.6968 -0.9579 -2.0673
H -2.0228 -0.8376 0.7437
H -3.5993 -0.3583 0.6706
O -2.9259 -0.6507 1.2867
H 0.8829 -3.2480 -0.5322
H -0.5347 -2.6330 -0.4706
O -0.0001 -3.3563 -0.8951
H -0.8720 1.0331 2.7234
H -2.2082 0.6353 2.2234
O -1.7620 1.3902 2.6715
H -0.8247 -1.5400 2.3955
H -0.1162 -0.6665 1.4300
O -0.1480 -0.8523 2.3870
```

Properties
Net charge ... -1
2S+1 ... 1
Frontier orbital gap ... 8.542 eV

The most stable arrangement is (ii), and the next structure is 250.4 kJ/mol less stable.

(i)
C4H12NO2 | ωB97M-V/def2-TZVPD

```
19
C4H12NO2 | the OMol25 dataset | ωB97M-V/def2-TZVPD
C -0.1674 0.2155 1.9551
C -0.6368 0.9809 0.7209
C 0.4527 1.6970 -0.0786
C 0.2828 1.1319 -1.4919
O 0.8837 0.1679 -1.8692
N -0.0811 -1.2567 1.6267
H 0.8300 0.5141 2.2836
H -0.7903 0.2249 2.7943
H -1.2077 0.3403 0.0545
H -1.4425 1.6265 1.0981
H 0.3359 2.7743 -0.2318
H 1.4710 1.4195 0.1993
H -0.6094 1.5087 -2.0354
H -0.9905 -1.6180 1.2520
H 0.3271 -1.9328 2.3338
H 0.5174 -1.5213 0.8322
H -0.9549 -2.7308 -1.4132
H 0.1545 -1.8390 -1.8878
O -0.4476 -1.9573 -1.1428
```

Properties
<S²> ... 0.7505
Net charge ... 0
2S+1 ... 2
Frontier orbital gap (alpha / beta) ... 3.983 / 10.871 eV

(ii)
C4H12NO2 | ωB97M-V/def2-TZVPD

```
19
C4H12NO2 | the OMol25 dataset | ωB97M-V/def2-TZVPD
O -1.0090 -1.0029 -1.4965
C -1.1159 -0.2687 -0.4553
C 0.0780 0.0420 0.4303
C 0.3745 1.5310 0.7135
C -0.7548 2.5438 0.4900
N 1.1595 -0.8172 -0.1418
H -2.1414 -0.0252 -0.1492
H -0.1778 -0.4761 1.3745
H 1.2203 1.7774 0.0551
H 0.6559 1.6810 1.7617
H -0.8787 2.9032 -0.5253
H -1.7539 2.2290 0.8195
H -0.6003 3.3031 1.2674
H 1.4447 -0.3844 -1.0206
H 0.8415 -1.8131 -0.3441
H 1.9117 -0.8911 0.5368
H -0.4276 -3.2190 -1.4207
H 0.8751 -3.8791 -1.1417
O 0.2983 -3.2337 -0.7539
```

Properties
<S²> ... 0.7536
Net charge ... 0
2S+1 ... 2
Frontier orbital gap (alpha / beta) ... 4.266 / 7.847 eV

The most stable arrangement is (ii), and the next structure is 56.7 kJ/mol less stable.

(i)
CH3NO2 | ωB97M-V/def2-TZVPD

```
7
CH3NO2 | the OMol25 dataset | ωB97M-V/def2-TZVPD
C -1.7991 -0.6189 0.7576
N -2.2763 -1.0290 -0.1651
H -1.3487 -0.4952 1.8058
O 2.0289 0.6065 -0.6954
O 0.6093 0.5529 -0.3340
H 2.4461 -0.2161 -0.3469
H 0.3398 1.1998 -1.0221
```

Properties
Net charge ... 0
SMILES ... C#N.OO
2S+1 ... 1
Frontier orbital gap ... 11.220 eV

(ii)
CH3NO2 | ωB97M-V/def2-TZVPD

```
7
CH3NO2 | the OMol25 dataset | ωB97M-V/def2-TZVPD
O 1.8086 0.5826 0.1375
C 1.0022 -0.2661 0.2185
N -0.4767 -0.1626 -0.2846
O -1.1632 0.9487 0.2332
H 1.3841 -1.3998 0.3047
H -0.9498 -1.0749 -0.0904
H -1.6052 1.3721 -0.5189
```

Properties
Net charge ... 0
SMILES ... O=CNO
2S+1 ... 1
Frontier orbital gap ... 10.840 eV

The most stable arrangement is (ii), and the next structure is 153.1 kJ/mol less stable.

(i)
C4H13N3 | ωB97M-V/def2-TZVPD

```
20
C4H13N3 | the OMol25 dataset | ωB97M-V/def2-TZVPD
C 0.6048 0.1040 0.7575
N 1.3700 0.4536 -0.4571
C 1.7512 -0.7351 -1.2288
N 0.7771 -1.1805 -2.1814
C -0.7981 0.7244 0.8528
C -1.7984 0.1443 -0.1295
N -1.1570 0.6521 2.2773
H 1.1217 0.3999 1.6804
H 0.5660 -0.9837 0.9226
H 2.1848 1.0029 -0.2194
H 1.9265 -1.5923 -0.5693
H 2.6686 -0.5001 -1.7859
H 0.1415 -1.8768 -1.8347
H 0.4237 -0.5094 -2.8265
H -0.7013 1.7744 0.5777
H -2.8082 0.3428 0.2629
H -1.6919 0.5993 -1.1182
H -1.7739 -0.9529 -0.1631
H -0.6512 1.4013 2.7497
H -2.1557 0.7320 2.4330
```

Properties
<S²> ... 0.7504
Net charge ... -1
2S+1 ... 2
Frontier orbital gap (alpha / beta) ... 2.652 / 9.297 eV

(ii)
C4H13N3 | ωB97M-V/def2-TZVPD

```
20
C4H13N3 | the OMol25 dataset | ωB97M-V/def2-TZVPD
C -0.0918 0.8130 -0.4751
C -1.3661 0.9824 0.3105
C -1.8648 -0.3419 0.8483
N -2.3229 -1.2123 -0.2282
N 1.0071 0.0513 0.1869
C 2.2256 0.0890 -0.7558
N 3.2636 -0.7264 -0.3370
H -0.3069 0.2654 -1.3190
H 0.1704 1.8235 -0.8096
H -1.0904 1.5270 1.3208
H -2.1154 1.6133 -0.1157
H -1.0994 -0.7773 1.5206
H -2.7794 -0.2983 1.5030
H -2.6174 -2.1774 0.0338
H -3.2000 -0.7125 -0.3081
H 1.2311 0.4174 1.0383
H 2.6486 1.1640 -0.8005
H 1.8534 -0.1599 -1.7708
H 3.3301 -1.6901 -0.5061
H 3.1246 -0.6503 0.6637
```

Properties
<S²> ... 0.7504
Net charge ... -1
2S+1 ... 2
Frontier orbital gap (alpha / beta) ... 2.558 / 9.012 eV

(iii)
C4H13N3 | ωB97M-V/def2-TZVPD

```
20
C4H13N3 | the OMol25 dataset | ωB97M-V/def2-TZVPD
N 0.7060 -3.2909 -0.2604
C 0.8961 -1.8617 0.0215
N 0.1586 -1.2829 1.1417
H 0.7757 -3.7918 0.6221
H -0.2688 -3.4530 -0.5651
H 1.9744 -1.7162 0.2045
H 0.6693 -1.2693 -0.8936
H -0.8355 -1.4730 1.0811
H 0.4554 -1.6726 2.0488
C -2.1415 0.9642 -0.7133
C -1.0768 1.8042 -0.6412
N 0.1731 1.5196 -0.1371
C 1.0259 2.6530 0.2140
H -2.1146 -0.0321 -0.3212
H -3.0435 1.2604 -1.2441
H -1.1993 2.8124 -1.0537
H 0.2816 0.6589 0.3854
H 1.4822 2.4678 1.2039
H 1.8147 2.7694 -0.5375
H 0.4183 3.5353 0.3925
```

Properties
<S²> ... 0.7504
Net charge ... -1
2S+1 ... 2
Frontier orbital gap (alpha / beta) ... 2.545 / 8.151 eV

The most stable arrangement is (i), and the next structure is 23.7 kJ/mol less stable.